C46H112N11O15 | ωB97M-V/def2-TZVPD

As for the lowest unoccupied orbital energy (alpha / beta): -0.131 / -0.131 Ha. For the highest occupied orbital energy (alpha / beta), the calculation gives -0.2003 / -0.3919 Ha. As for the largest force on an atom: 7.3 eV Å⁻¹. As for the expectation value of S²: 0.7509.

ORCA input file:
```
! wB97M-V def2-TZVPD RIJCOSX def2/J DEFGRID3
* xyz 2 2
C 3.572 0.089 -1.120
N 4.462 0.275 -2.343
C 5.509 1.394 -2.025
C 5.286 -1.026 -2.615
C 3.601 0.688 -3.575
C 2.706 -0.415 -4.263
O 1.735 -1.034 -3.515
H 4.102 0.062 -0.168
H 3.061 -0.872 -1.167
H 2.954 0.985 -1.063
H 6.297 1.429 -2.777
H 5.986 1.245 -1.057
H 4.996 2.353 -1.945
H 6.078 -1.207 -1.888
H 5.816 -0.853 -3.552
H 4.542 -1.820 -2.676
H 4.342 1.053 -4.286
H 3.126 1.609 -3.235
H 3.306 -1.178 -4.760
H 2.110 0.174 -4.960
H 1.099 -1.430 -4.115
C -2.834 1.663 -5.429
N -2.050 2.687 -6.270
C -0.531 2.395 -5.930
C -2.247 2.243 -7.815
C -2.562 4.090 -6.004
C -2.158 4.575 -4.578
O -3.244 4.317 -3.749
H -2.765 1.876 -4.363
H -2.459 0.696 -5.765
H -3.864 1.673 -5.786
H -0.212 1.452 -6.372
H -0.315 2.309 -4.865
H 0.151 3.176 -6.266
H -1.741 3.097 -8.265
H -3.311 2.192 -8.047
H -1.749 1.301 -8.046
H -3.621 4.234 -6.215
H -2.113 4.666 -6.813
H -1.860 5.621 -4.647
H -1.380 3.890 -4.240
H -3.711 5.138 -3.923
C -1.272 1.417 -1.823
C -0.508 0.315 -1.065
C -0.052 0.492 0.357
O 0.806 -0.490 0.820
C 1.408 -0.165 2.063
N -1.193 -1.034 -1.238
H -1.613 -1.105 -2.154
H -0.574 -1.830 -1.180
H -1.910 -1.268 -0.566
H -1.376 0.904 -2.779
H -0.640 2.301 -1.920
H -2.168 1.673 -1.257
H 0.362 -0.045 -1.615
H -0.934 0.547 0.996
H 0.461 1.454 0.388
H 0.722 -0.061 2.905
H 2.155 0.605 1.871
H 2.081 -1.006 2.225
C -10.854 1.887 -2.417
C -9.459 2.442 -2.878
C -8.437 2.846 -1.807
N -7.024 3.122 -2.442
C -7.124 3.994 -3.722
C -6.431 1.673 -2.782
C -5.565 1.250 -1.632
C -5.408 2.474 -0.671
C -6.004 3.657 -1.465
H -11.198 2.707 -1.785
H -10.737 1.023 -1.763
H -11.659 1.821 -3.149
H -9.673 3.266 -3.559
H -9.010 1.778 -3.616
H -8.390 2.138 -0.980
H -8.761 3.770 -1.328
H -6.187 4.176 -4.248
H -7.538 4.979 -3.503
H -7.795 3.457 -4.392
H -5.817 1.768 -3.678
H -7.210 0.956 -3.038
H -4.714 0.802 -2.146
H -6.043 0.406 -1.135
H -4.397 2.672 -0.315
H -6.035 2.304 0.205
H -5.225 4.011 -2.140
H -6.463 4.447 -0.871
C -2.500 -6.023 8.360
C -2.871 -4.879 7.260
C -1.711 -4.540 6.241
N -1.947 -3.311 5.319
C -1.652 -2.041 6.137
C -1.042 -3.277 4.139
C -1.774 -4.076 3.016
C -3.348 -4.121 3.423
C -3.370 -3.284 4.722
H -3.335 -6.255 9.021
H -1.686 -5.767 9.038
H -2.131 -6.939 7.900
H -3.232 -4.010 7.811
H -3.669 -5.280 6.635
H -1.652 -5.381 5.550
H -0.779 -4.542 6.806
H -1.766 -1.179 5.479
H -0.637 -2.092 6.529
H -2.357 -2.069 6.968
H -0.933 -2.255 3.775
H -0.102 -3.809 4.285
H -1.618 -3.473 2.122
H -1.411 -5.063 2.729
H -3.904 -3.693 2.589
H -3.502 -5.184 3.611
H -3.461 -2.233 4.447
H -3.963 -3.441 5.623
C 5.242 4.190 0.986
C 3.805 4.257 1.555
C 3.980 4.857 2.947
N 3.660 3.761 4.047
C 4.675 2.603 3.982
C 2.161 3.254 4.133
C 1.687 3.165 5.646
C 2.823 3.847 6.429
C 3.769 4.522 5.404
H 5.914 3.576 1.586
H 5.461 5.255 0.903
H 5.237 3.843 -0.047
H 3.214 3.343 1.497
H 3.232 4.928 0.915
H 3.315 5.699 3.139
H 4.957 5.247 3.231
H 5.537 2.907 4.576
H 5.066 2.215 3.042
H 4.364 1.724 4.545
H 2.100 2.352 3.525
H 1.605 4.028 3.604
H 1.385 2.201 6.055
H 0.822 3.825 5.715
H 3.364 3.109 7.021
H 2.504 4.646 7.099
H 4.838 4.603 5.599
H 3.591 5.581 5.213
C 4.123 -3.530 3.600
C 4.095 -3.852 2.084
C 5.586 -4.096 1.717
N 5.922 -4.738 0.355
C 7.436 -4.776 0.244
C 5.354 -3.977 -0.819
C 4.728 -4.921 -1.825
C 4.272 -6.088 -1.003
C 5.172 -6.147 0.271
H 4.639 -2.574 3.688
H 4.637 -4.215 4.274
H 3.136 -3.240 3.962
H 3.551 -3.187 1.413
H 3.521 -4.726 1.777
H 6.114 -4.786 2.376
H 6.122 -3.151 1.636
H 7.823 -3.762 0.145
H 7.702 -5.447 -0.573
H 7.784 -5.194 1.189
H 6.068 -3.362 -1.367
H 4.531 -3.333 -0.507
H 5.451 -5.251 -2.572
H 4.019 -4.377 -2.448
H 4.393 -7.018 -1.558
H 3.243 -5.974 -0.663
H 6.009 -6.798 0.016
H 4.658 -6.486 1.170
N 1.012 -3.945 -0.606
O 1.407 -4.652 0.312
O 1.710 -3.234 -1.208
O -0.171 -4.040 -0.984
N 2.286 4.627 -2.500
O 2.253 5.784 -2.174
O 1.362 4.138 -3.164
O 3.326 3.987 -2.350
N -2.131 -1.785 -4.147
O -2.822 -0.993 -3.608
O -2.625 -2.483 -5.015
O -0.957 -1.803 -3.954
N -3.826 -0.789 1.649
O -3.712 -0.929 0.439
O -2.938 -0.980 2.385
O -4.913 -0.562 2.192
*
```